Entry 1:
Computed, not measured: a structure of composition C35H54CsGe2N3O11P2S, with ωB97M-V/def2-TZVPD.

ORCA input file:
```
! RIJCOSX wB97M-V def2-TZVPD def2/J DEFGRID3
* xyz -2 1
Cs -0.25903 -0.81521 0.18380
Ge -1.88608 1.20428 -2.97252
Ge 1.30438 2.55564 -1.53676
S -2.17073 -0.47432 3.05973
P 2.35804 -3.97816 1.46475
P 3.18443 -2.58309 -1.37030
O 4.23060 0.62271 0.26462
O 3.72007 -3.38504 -2.71875
O 2.38525 -0.28267 1.13506
O 1.07724 -3.25040 1.32854
O 3.41677 -3.19021 2.39910
O 2.38407 -5.44002 1.82243
O 4.28570 -1.64757 -0.99940
O 1.75959 -2.26380 -1.61046
O -2.36337 -1.77959 2.36331
O 0.11022 4.33310 4.52888
O -0.52919 2.43414 3.55940
N 2.19142 -4.96606 -0.90170
N 1.78979 2.15465 2.35000
N -2.41116 1.27894 -1.23166
C 3.62965 4.61982 -1.80359
C -0.70017 -0.71281 4.13933
C 3.20824 3.17104 -2.06693
C 0.28099 5.81675 -3.32334
C -0.36763 -2.17410 4.38560
C -3.46791 -0.33036 4.30732
C -0.56283 4.02890 0.25636
C -4.82157 -1.49550 -0.62641
C -5.51496 -1.01806 0.48109
C 2.51049 4.36181 2.94630
C -4.10133 0.95339 0.43209
C 3.65411 4.20272 2.18611
C 0.22555 3.32063 -3.12249
C 3.18364 -4.03211 -0.21969
C -3.38879 0.51607 -0.73754
C 0.79142 6.98473 -3.87136
C -0.95687 2.83572 -3.52007
C -3.64704 -1.55877 5.18085
C 0.84614 4.12960 -0.31952
C -3.23080 0.93165 -5.61042
C 3.12007 0.66330 0.97286
C 0.14298 -0.09217 -4.72311
C 2.20343 5.69148 -5.30880
C -3.50345 1.21949 -4.13500
C 4.53944 -4.71689 -0.13648
C 3.85018 3.00785 1.51312
C 0.33043 3.43005 3.76286
C -5.12618 0.22369 0.99414
C 1.69736 4.52497 -4.75720
C 1.76099 6.93230 -4.86461
C 1.60685 3.30722 2.97487
C 0.73093 4.55965 -3.74599
C -0.79959 -0.36517 -3.55090
C 2.89816 1.99960 1.63283
C -3.80319 -0.76897 -1.21990
H 4.48780 -5.59807 0.50484
H -6.30999 -1.59432 0.93869
H -0.39437 0.24256 -5.61438
H 2.27232 5.26174 3.49420
H -3.95596 2.20886 -4.01581
H 0.72147 -0.98281 -4.99005
H -1.12983 -2.68018 4.97589
H 4.90342 -4.99997 -1.12747
H 0.97699 5.07906 -0.85040
H 4.61122 -3.07136 -2.90796
H 3.34172 2.94730 -3.13190
H 4.25427 -0.26754 -0.21886
H -0.86765 -0.13826 5.05366
H 2.95527 5.63274 -6.08849
H -1.49012 3.40001 -4.29799
H 0.13139 -0.24162 3.60781
H 2.55334 -5.28015 -1.80182
H -0.19126 -0.68542 -2.70606
H -5.65233 0.63667 1.85305
H -3.81696 1.91780 0.83980
H -5.07779 -2.46808 -1.03851
H 0.42974 7.94427 -3.51745
H -1.48632 -1.18826 -3.78185
H 2.05451 3.56184 -5.10201
H -3.24110 0.57796 4.87073
H -4.13687 0.98897 -6.22534
H 0.84876 0.69640 -4.45668
H -2.85025 -1.64625 5.92003
H 1.58716 4.14649 0.48500
H -3.28555 -1.18559 -2.08044
H -2.50812 1.63922 -6.02679
H 5.24910 -4.00816 0.28869
H -3.64570 -2.45482 4.55891
H 3.00030 5.33371 -2.34119
H -4.22000 0.50143 -3.72800
H -1.31535 4.13589 -0.52898
H 4.66875 4.81804 -2.10425
H 0.58471 -2.23352 4.91692
H 4.70923 2.84002 0.88208
H 1.99923 -5.73327 -0.24112
H -2.80933 -0.06806 -5.74560
H 4.37751 5.00308 2.09695
H 3.89697 2.49804 -1.54421
H 3.89611 -3.84880 2.91393
H -0.76632 4.78957 1.02420
H 3.54714 4.87098 -0.74170
H -0.12373 1.85664 2.87953
H 1.34545 -4.40108 -1.06184
H -0.25415 -2.70477 3.44114
H -4.59854 -1.50897 5.71331
H -0.47326 5.85827 -2.54682
H 2.16553 7.84434 -5.28817
H -4.35410 -0.14214 3.69959
H -0.75868 3.04463 0.69262
*
```

Calculated values
relative energy (zero: lowest compared OMol25 entry of this formula, charge and spin) = 0.0 kJ/mol
molecular weight = 1064.97 Da
F_max = 0.49 eV/Å



Entry 2:
Computed, not measured: a cluster of 2 separate species, C34H57N2O5 in total, with ωB97M-V/def2-TZVPD.

ORCA input file:
```
! RIJCOSX wB97M-V def2-TZVPD def2/J DEFGRID3
* xyz 1 1
O -1.86349 -1.06119 -4.87572
O 5.56709 1.91085 -4.80539
O -0.65829 1.93651 0.06797
O 3.19680 -0.01506 1.47184
O 4.10868 3.57353 -4.56535
N 1.09612 0.61313 0.75805
N -1.78054 -3.69471 4.58087
C -2.82373 -0.90830 2.73000
C -1.76539 0.16788 2.94599
C 4.86188 2.35938 -2.59489
C -2.16323 -2.25594 4.86705
C 3.88769 4.31777 0.66322
C -0.91884 -2.06400 -6.90952
C 2.72241 2.25850 0.83995
C -0.84056 -2.17400 -2.95203
C -2.63046 -4.68543 5.33720
C -4.12009 -4.70452 5.00169
C 2.72645 4.91812 0.16369
C 0.55212 -3.50918 3.86174
C 2.44118 0.82212 1.07914
C -1.97971 -2.11136 -5.81518
C 1.52130 4.20555 0.00887
C 0.24438 -2.01075 -1.89048
C -4.98905 -3.84610 5.92219
C -0.39588 -3.38514 2.65638
C 2.72431 3.20888 -4.58774
C 1.88736 4.45396 -4.76544
C 2.12424 5.47928 -3.63974
C -0.72052 -1.14013 -4.05885
C -1.69443 -4.02181 3.11826
C 0.85262 5.85411 -2.90224
C 4.88811 2.56125 -4.08184
C 0.19201 -0.63155 -1.21680
C 0.30341 4.86205 -0.55925
C 3.90474 2.96256 1.01427
C 0.50419 1.80723 0.33598
C 0.66744 -0.68316 0.22846
C -3.26147 -1.63108 4.01107
C 1.55955 2.85645 0.36905
C 0.27152 4.67336 -2.09916
C -0.34316 -3.88727 5.04572
H 4.16413 1.56288 -2.35463
H -4.29323 -4.45506 3.95444
H -0.75075 4.46997 -2.40652
H 0.84430 4.14994 -4.80768
H -0.01086 -3.87205 1.76325
H -1.83594 -2.17948 -2.51098
H -1.24829 -1.67042 4.80083
H 2.54887 2.50155 -5.39673
H -0.83493 -0.27964 -1.23082
H -1.64661 -5.10822 3.04667
H -0.69092 -3.15764 -3.39854
H 1.47827 -1.39124 0.35947
H -3.75282 -0.89007 4.64662
H 5.85437 2.05842 -2.28584
H 1.05768 6.68435 -2.23082
H -0.60193 4.43587 -0.14837
H -4.03463 -2.35883 3.76406
H 0.83971 3.77652 -2.34015
H 4.56929 3.27148 -2.08471
H -2.45930 -2.25310 5.91511
H -4.74231 -2.78571 5.87301
H -6.03919 -3.94913 5.65376
H -0.55432 -1.05041 -7.03436
H 1.30669 -4.27683 3.70691
H -2.47706 -1.61806 1.97487
H -2.95695 -1.98518 -6.27344
H -0.18556 -3.28497 5.93613
H -2.11931 0.93633 3.63524
H -0.56692 -0.14245 -3.65804
H 2.45476 2.74613 -3.63379
H -2.19680 -5.65834 5.11247
H 0.79061 0.08038 -1.78073
H -3.71179 -0.44325 2.29929
H 4.78118 4.91212 0.77304
H -4.45065 -5.73820 5.11376
H 2.88136 5.08814 -2.96159
H -0.22858 -4.93683 5.30341
H 4.78647 2.47314 1.39620
H -1.28709 -2.48259 -7.83777
H -1.52466 0.65387 2.00033
H 2.73903 5.96198 -0.11173
H -2.58111 -3.67441 2.59777
H -0.15260 -1.05515 0.84568
H 0.15855 -2.79828 -1.14705
H 2.55496 6.37459 -4.08042
H -0.83078 -0.23887 3.34250
H -0.54231 -2.33581 2.40568
H 0.18210 -1.37501 -4.63173
H 1.20082 -2.10646 -2.40150
H -2.46753 -4.48322 6.39596
H 2.16335 4.88931 -5.72240
H 0.11279 6.19903 -3.62043
H 0.30394 5.92402 -0.33157
H -0.05651 -2.66472 -6.61902
H -2.00186 -3.08891 -5.33289
H -4.87972 -4.16689 6.95868
H 1.08382 -2.57638 4.04006
*
```

Calculated values
relative energy (zero: lowest compared OMol25 entry of this formula, charge and spin) = 0.0 kJ/mol
molecular weight = 573.84 Da
F_max = 0.95 eV/Å



Entry 3:
Computed, not measured: an isolated molecule of C6H6, with ωB97M-V/def2-TZVPD.

ORCA input file:
```
! RIJCOSX wB97M-V def2-TZVPD def2/J DEFGRID3
* xyz 0 1
C 2.98219 0.10877 0.42902
C -1.52875 0.17840 -0.77767
C -0.32459 -0.32505 -0.46927
C -2.72547 0.81312 -0.45454
C 0.36998 -0.25790 0.86758
C 1.81126 -0.04865 0.66317
H -0.03911 0.57445 1.45141
H 4.02223 0.25114 0.23029
H 0.27778 -0.67886 -1.30021
H -3.55729 0.11228 -0.24065
H -1.50413 0.44573 -1.85084
H 0.21590 -1.17344 1.45171
*
```

Calculated values
relative energy (zero: lowest compared OMol25 entry of this formula, charge and spin) = 664.5 kJ/mol
molecular weight = 78.11 Da
F_max = 0.82 eV/Å



Number 1: electronic energy -7613.1700 hartree. Number 2: electronic energy -1815.2450 hartree. Number 3: electronic energy -231.9732 hartree.